Density functional theory data (ωB97M-V with the def2-TZVPD basis set) for a 24-piece molecular cluster, C69H198N12O24 overall in a non-equilibrium geometry.

Structure (XYZ):
```
303
Properties=species:S:1:pos:R:3:forces:R:3
C -0.839878 -5.175097 -6.031246 -0.111 -0.501 0.598
C -0.387461 -4.887320 -4.600335 -0.230 -0.270 0.688
C -0.964507 -5.773171 -3.468962 -0.244 0.735 -0.171
O 1.019574 -4.938425 -4.483894 0.510 -0.137 -0.196
H -1.910478 -4.990605 -6.119943 0.011 0.129 -0.173
H -0.684679 -6.230024 -6.257410 0.020 -0.166 -0.024
H -0.266840 -4.607506 -6.764432 -0.138 0.231 0.156
H -0.631590 -3.854274 -4.352727 -0.039 0.132 -0.019
H -1.886479 -5.309380 -3.118294 -0.456 -0.551 -0.252
H -0.327863 -5.729990 -2.585259 0.367 0.213 -0.159
H -1.058644 -6.831479 -3.712285 -0.324 0.065 -0.269
H 1.285874 -5.854547 -4.590718 0.186 -0.171 -0.042
C 8.038320 1.421467 -1.756225 1.579 0.026 0.336
C 7.600584 0.152747 -2.435431 0.151 0.717 -0.987
C 8.658841 -0.942576 -2.718453 -0.297 1.375 0.498
O 6.527483 -0.302291 -1.692731 -0.982 -1.424 0.382
H 8.899662 1.800433 -2.306284 -0.067 0.425 -0.105
H 8.426508 1.240499 -0.753896 -0.049 -0.308 0.187
H 7.272721 2.189015 -1.642991 -0.151 -0.217 -0.435
H 7.159049 0.476016 -3.378116 0.287 0.006 -0.667
H 9.237196 -1.110611 -1.809956 0.004 -0.278 -0.013
H 9.325741 -0.548994 -3.485555 0.104 -0.239 -0.075
H 8.179267 -1.858757 -3.063005 0.062 0.017 0.014
H 6.166785 -1.022091 -2.215583 -0.484 -0.343 0.312
C -0.138340 4.069457 2.147061 -0.659 0.637 -0.082
C -0.767609 3.042837 3.059917 0.537 -1.607 0.288
C 0.228009 2.277323 3.932361 0.754 0.365 -0.524
O -1.661353 3.676442 3.896711 -1.533 2.125 0.609
H 0.363875 4.864632 2.698037 0.832 -0.459 0.196
H -0.906556 4.687396 1.682192 -0.528 -0.404 -0.258
H 0.410368 3.596821 1.332424 0.424 0.101 0.316
H -1.338373 2.339536 2.453547 0.103 -0.328 -0.413
H 0.996124 1.808572 3.317243 -0.003 -0.198 -0.116
H -0.195946 1.523376 4.595644 -0.350 0.059 -0.185
H 0.749213 3.009685 4.548883 0.013 0.051 0.188
H -2.019450 3.162206 4.623998 0.273 -0.585 -0.025
C 1.768758 5.202442 -0.915439 -0.308 -0.723 0.379
C 2.235481 6.345259 0.021394 0.569 -0.170 -2.057
C 3.749592 6.577494 0.060973 -0.451 0.201 0.816
O 1.599512 7.547910 -0.444254 -0.571 -0.056 0.733
H 0.734775 4.945495 -0.685295 -0.112 0.079 0.268
H 2.316809 4.268147 -0.793613 0.262 0.028 0.312
H 1.728705 5.354343 -1.994055 0.517 0.804 -0.051
H 1.890802 6.084265 1.021982 -0.172 0.434 0.039
H 4.227234 5.784687 0.636642 0.264 -0.216 -0.428
H 3.923864 7.484962 0.639092 -0.077 0.120 0.173
H 4.208738 6.784875 -0.905609 -0.082 -0.510 -0.213
H 2.175159 7.984535 -1.076382 0.163 -0.103 -0.016
C 3.629701 -7.169576 5.430526 0.605 -1.009 -0.249
C 2.856008 -5.876374 5.390043 -0.190 0.765 0.186
C 2.252746 -5.589081 3.991851 0.345 -1.040 0.558
O 1.850986 -5.865359 6.392055 -0.962 -0.056 -0.285
H 3.851257 -7.587074 6.412730 -0.167 0.639 0.511
H 4.618791 -7.072980 4.982791 -0.063 0.103 -0.332
H 3.126819 -8.019461 4.969103 -0.267 0.199 -0.463
H 3.528471 -5.053388 5.632099 0.298 0.050 -0.107
H 3.105460 -5.746789 3.331463 -0.145 0.174 -0.431
H 1.772455 -4.636960 3.766279 0.349 0.275 0.584
H 1.512362 -6.358237 3.772002 -0.021 -0.226 -0.059
H 2.193354 -6.231957 7.210578 0.148 0.039 0.007
C 3.282699 -0.201585 5.015595 0.441 0.380 -0.638
C 3.386798 -1.413920 4.076466 1.606 1.544 2.200
C 4.164554 -2.519616 4.727638 1.114 -0.004 0.143
O 2.107175 -1.787057 4.003992 -3.330 -1.138 -0.443
H 4.244775 0.229321 5.292766 -0.070 0.203 0.020
H 2.698260 -0.455666 5.899895 0.303 -0.270 0.112
H 2.637319 0.495069 4.480569 0.286 0.504 0.057
H 3.740432 -1.130536 3.085138 0.621 0.061 -0.105
H 3.866552 -2.670857 5.765151 -0.601 -0.084 -0.051
H 5.207521 -2.234868 4.866394 0.331 -0.259 -0.541
H 4.024367 -3.437463 4.156667 0.372 -0.072 0.086
H 1.911973 -2.007165 3.090174 -0.792 -0.738 -0.749
C -1.900677 5.277877 -1.920979 -0.831 0.009 -1.023
C -3.167499 5.795466 -1.236807 2.166 0.067 0.724
C -4.425903 5.023114 -1.443519 -0.870 -0.038 -1.050
O -2.875890 5.752994 0.172027 -0.635 0.267 0.291
H -1.689342 4.241806 -1.656441 -0.009 -0.058 -0.016
H -1.019879 5.894753 -1.742747 -0.114 0.093 0.426
H -2.083866 5.383454 -2.990276 0.192 -0.392 -0.316
H -3.247117 6.837650 -1.546042 -0.505 0.140 -0.003
H -4.407471 4.001466 -1.064066 0.129 0.220 0.450
H -4.672815 4.906138 -2.498725 0.447 0.067 -0.360
H -5.293555 5.589555 -1.105248 0.090 -0.223 0.669
H -2.058457 6.218261 0.364198 0.105 0.128 -0.147
O -5.093887 -4.120036 1.895684 -0.227 -1.013 0.507
H -5.507470 -3.438821 2.425899 -0.216 0.431 0.276
H -4.590477 -3.639885 1.238214 0.146 0.733 -0.417
O -3.769587 3.704297 1.684983 -0.563 -0.911 -0.001
H -3.339023 4.298960 1.070800 0.140 0.588 -0.280
H -3.278386 3.804527 2.500395 0.262 0.022 0.564
O -4.299338 -6.651320 2.724058 -0.291 -0.517 0.119
H -4.400436 -5.781053 2.338520 -0.513 0.613 -0.126
H -3.358658 -6.737479 2.878750 0.217 -0.211 0.058
O -3.230108 1.411159 6.628460 0.450 1.015 -0.055
H -4.154024 1.603094 6.467925 -0.230 0.016 -0.086
H -3.210874 0.475655 6.830188 -0.302 -0.854 -0.052
O -1.641809 -6.910316 3.082926 0.497 0.116 -0.106
H -1.256225 -6.709415 3.935679 0.067 0.159 0.370
H -1.103461 -7.622649 2.737954 0.037 -0.277 -0.175
C 2.266543 -1.355063 -3.763807 -0.087 -0.901 0.250
C 2.585815 -1.810534 -5.214940 0.564 -0.202 0.533
C 3.526877 -0.798587 -5.901180 -2.348 0.288 0.629
O 3.319191 -0.876043 -7.293528 1.126 -0.542 -0.410
C 4.201180 -0.049494 -8.036998 0.041 -0.220 0.027
N 3.086528 -3.214471 -5.257974 0.146 1.175 0.561
H 3.007072 -1.554783 -2.989316 0.809 0.238 -0.433
H 1.464058 -1.972683 -3.360496 -0.504 -0.010 -0.283
H 1.949421 -0.316512 -3.669246 0.035 0.032 -0.304
H 1.612236 -1.857636 -5.702822 -0.064 0.850 -0.476
H 4.531207 -0.833745 -5.479049 0.471 -0.540 -0.631
H 3.141722 0.179617 -5.613306 0.020 0.440 0.328
H 4.377332 -0.477838 -9.023710 -0.192 -0.162 0.051
H 5.168085 0.020226 -7.538664 0.119 0.111 0.043
H 3.790303 0.949194 -8.184993 -0.078 0.191 0.158
H 3.230994 -3.485694 -6.220089 0.129 0.177 -0.300
H 2.274887 -3.741482 -4.968837 0.210 -0.496 0.139
C -3.774770 -1.553347 8.918370 -0.377 -0.176 1.262
C -4.871167 -1.734717 7.906071 1.343 -0.539 0.208
C -6.061437 -0.823485 8.279839 -0.234 -2.035 -0.430
O -7.322159 -1.395610 7.804298 2.168 0.343 0.258
C -8.374272 -0.538366 8.071964 -0.882 0.443 -1.165
N -4.140643 -1.410013 6.721093 -1.009 2.111 -2.410
H -4.157223 -1.899222 9.878678 0.526 0.058 0.378
H -3.516950 -0.494773 8.950959 -0.025 0.077 0.263
H -2.868313 -2.081536 8.622640 -0.127 -0.192 0.149
H -5.086789 -2.796009 7.782520 -1.060 -0.131 0.887
H -5.895280 0.193080 7.923339 -0.136 0.114 -0.218
H -6.090788 -0.823142 9.369440 -0.138 0.242 0.165
H -8.706922 -0.514643 9.109691 0.087 -0.036 0.140
H -9.174737 -0.847747 7.399924 -0.394 -0.252 0.398
H -8.154592 0.462014 7.699026 0.183 0.436 0.381
H -3.436399 -2.050964 6.384462 0.122 -0.463 0.410
H -4.806884 -1.325440 5.966725 0.224 0.123 -0.518
C -7.762109 1.408820 -2.108871 1.310 -0.254 -0.486
C -6.425640 0.644496 -2.240671 0.687 0.766 1.016
C -5.424150 1.042973 -1.099624 -1.480 -0.251 0.325
O -4.132400 0.571731 -1.332712 0.543 -0.129 -1.037
C -3.228076 0.764210 -0.275004 0.825 0.172 0.196
N -6.631647 -0.766953 -2.163854 0.075 -1.062 0.288
H -8.508577 1.081819 -2.832720 0.221 0.000 -0.250
H -7.466580 2.438761 -2.308809 -0.715 0.319 0.319
H -8.217022 1.227251 -1.135123 0.277 0.318 0.155
H -5.858492 0.809367 -3.156779 -0.275 0.971 -0.445
H -5.739337 0.545843 -0.182230 -0.622 0.049 0.287
H -5.452187 2.115779 -0.908863 0.146 0.238 -0.157
H -3.149373 1.780224 0.111808 -0.489 0.352 -0.123
H -2.232359 0.542054 -0.658792 -0.007 -0.247 -0.093
H -3.406066 0.124831 0.589636 -0.308 -0.266 0.004
H -5.688966 -1.126824 -2.119871 0.180 -0.730 0.029
H -6.981726 -1.075636 -3.059539 -0.254 -0.293 -0.094
C -0.389836 -0.952147 6.334348 -0.486 0.401 0.670
C -0.229817 -2.453018 6.528555 0.861 1.283 -0.940
C -0.699775 -3.229851 5.344432 -1.342 -0.750 -0.191
O -2.102832 -2.978735 5.227983 -0.458 -0.730 -1.473
C -2.721430 -3.913767 4.314933 0.042 -0.210 0.530
N 1.173811 -2.727916 6.777663 0.863 -0.775 0.355
H -0.009936 -0.584209 5.381252 0.086 -0.173 0.000
H 0.117210 -0.438527 7.151169 0.366 0.015 -0.052
H -1.423464 -0.632478 6.466775 -0.117 -0.170 -0.420
H -0.873890 -2.740606 7.359558 0.272 -0.249 0.286
H -0.519579 -4.284487 5.552709 -0.197 -0.500 0.239
H -0.223454 -3.098436 4.372862 0.368 0.810 0.014
H -2.236403 -4.045465 3.347710 0.670 0.397 -0.057
H -3.747596 -3.679899 4.031393 0.017 0.486 0.605
H -2.713696 -4.897024 4.785287 -0.141 -0.196 0.075
H 1.794561 -2.288269 6.113221 -0.548 1.104 -0.157
H 1.396897 -3.662849 6.467462 -0.365 -0.917 0.688
C 8.097070 6.307713 -4.677602 1.108 -0.064 0.121
C 6.814272 5.687581 -4.187859 0.099 -0.042 0.915
C 6.927525 4.237409 -3.627582 0.472 1.087 -0.092
O 5.704968 3.910031 -2.967028 0.266 -0.568 -0.246
C 4.733838 3.520962 -3.891299 -0.674 -0.546 -1.121
N 6.275579 6.506659 -3.103663 -0.413 0.162 0.077
H 8.821373 6.462386 -3.877884 -0.016 -0.494 0.544
H 8.034572 7.339117 -5.024571 -0.692 -0.191 -0.522
H 8.627510 5.685025 -5.398022 -0.176 0.094 -0.303
H 6.078758 5.667088 -4.992027 -0.027 0.075 -0.136
H 7.694119 4.171968 -2.855478 0.072 0.256 0.048
H 7.242629 3.564253 -4.424877 -0.475 -0.520 -0.092
H 5.097468 2.687018 -4.491639 0.197 -0.212 -0.180
H 4.444344 4.298828 -4.597853 0.148 0.372 -0.015
H 3.783937 3.165231 -3.492247 0.323 0.185 0.945
H 5.745737 5.846105 -2.553169 -0.649 0.197 0.227
H 7.009435 6.768752 -2.461124 0.455 0.246 -0.105
C 4.415439 -3.049454 0.142588 -0.031 -0.435 -0.182
C 4.167038 -4.347258 -0.601772 -0.753 -0.562 -0.285
C 2.739794 -4.384296 -1.343443 1.706 0.574 -0.458
O 1.644662 -4.224166 -0.451041 0.406 -1.226 -0.135
C 1.238134 -5.438992 0.151296 -0.608 -1.127 0.245
N 5.344020 -4.610277 -1.470880 -1.000 0.406 -0.347
H 3.583657 -2.786101 0.795952 -0.009 0.061 -0.100
H 4.630146 -2.265000 -0.583102 0.038 0.227 0.195
H 5.278225 -3.247338 0.778628 0.159 0.479 0.054
H 4.143152 -5.130577 0.155810 -0.409 -0.232 0.241
H 2.642376 -5.245167 -2.004899 -0.094 -0.664 0.471
H 2.647251 -3.598538 -2.093195 0.267 0.479 0.344
H 1.971988 -6.052358 0.674108 0.800 0.731 0.269
H 0.859248 -6.193088 -0.538536 -0.222 0.349 -0.827
H 0.416540 -5.303703 0.854707 0.063 0.602 0.005
H 6.200171 -4.498000 -0.946958 -0.016 0.100 0.172
H 5.349436 -5.550796 -1.838959 -0.143 -0.089 -0.045
C -4.242059 0.360583 -8.719956 1.122 0.019 -0.312
C -4.026365 0.222415 -7.224394 -1.405 0.252 -0.681
C -4.005299 1.565249 -6.493388 1.552 0.365 -0.157
O -3.750857 1.320989 -5.120084 0.679 -0.055 -0.116
C -3.618866 2.468298 -4.311532 -0.481 0.097 0.834
N -5.124956 -0.533746 -6.669747 -0.356 -0.626 1.333
H -5.105681 0.972687 -8.979926 0.123 0.176 0.071
H -4.342590 -0.591650 -9.240790 -0.284 -0.237 0.459
H -3.312031 0.746162 -9.137654 -0.174 0.610 -0.291
H -3.169455 -0.416960 -7.012257 0.488 0.544 -0.049
H -4.922922 2.138226 -6.626634 -0.488 -0.203 -0.078
H -3.212134 2.211514 -6.869338 0.288 0.126 -0.218
H -4.615232 2.895707 -4.198961 -0.096 0.259 0.367
H -2.946628 3.291233 -4.554359 0.249 -0.157 -1.300
H -3.199029 2.178399 -3.348306 -0.549 -0.487 0.147
H -4.885366 -0.413189 -5.696016 -0.230 -0.920 0.830
H -5.972394 0.015506 -6.652928 -0.468 0.269 -0.782
C -0.779619 -1.090636 2.102004 -0.061 1.351 0.192
C 0.359469 -1.310750 1.154485 0.031 -1.112 -0.868
C 1.425549 -0.263465 0.976003 -0.849 1.095 0.589
O 0.872214 0.966351 0.512274 0.557 0.383 -1.152
C 0.585954 1.017816 -0.922929 0.396 -0.303 1.562
N 1.059991 -2.485759 1.582771 0.555 -1.206 0.704
H -1.516906 -1.893282 2.118005 -0.034 -0.091 -0.428
H -1.248673 -0.147550 1.821493 -0.373 0.006 0.304
H -0.428400 -1.027112 3.131914 0.187 0.265 0.063
H -0.004487 -1.702675 0.204721 -0.723 1.233 -0.768
H 2.299627 -0.644924 0.448203 -0.170 -0.019 -0.923
H 1.861079 -0.077433 1.957742 -0.252 0.394 0.341
H 1.490875 1.030500 -1.530427 0.289 -0.342 0.108
H 0.094956 1.967467 -1.135493 -0.352 -0.190 0.273
H -0.026086 0.139815 -1.129401 -0.132 0.198 -0.590
H 0.284669 -3.107411 1.763121 0.148 -0.756 0.578
H 1.442020 -2.879935 0.734959 0.584 -0.325 0.168
C 4.544012 2.278454 -0.137831 -1.470 1.748 -0.087
C 5.416840 2.033653 1.039834 0.289 -1.348 0.358
C 4.743804 2.211664 2.453699 1.602 0.877 -1.959
O 4.509896 3.626068 2.568332 1.128 -1.354 -0.358
C 3.696951 3.903955 3.627528 -2.111 1.038 1.169
N 5.847698 0.654291 0.852660 0.616 -0.407 1.866
H 4.121802 3.281976 -0.085083 0.008 0.316 -0.309
H 3.673716 1.623185 -0.101698 -0.034 -0.326 -0.055
H 5.063399 2.159664 -1.088750 0.023 -0.030 0.138
H 6.334686 2.617252 0.968629 -0.149 0.489 0.343
H 5.453980 1.888848 3.214976 0.087 -0.016 0.137
H 3.859014 1.582848 2.552850 -0.506 0.225 -0.144
H 3.771553 4.935031 3.973066 0.313 0.285 -0.476
H 3.785289 3.351201 4.562819 0.646 -0.723 -0.136
H 2.665597 3.767349 3.302340 -0.399 -0.025 0.169
H 5.026374 0.080898 0.982112 0.039 -0.476 -0.333
H 6.240546 0.509227 -0.066434 -0.372 -0.170 0.174
C -2.662721 -4.524281 -0.393014 0.081 0.158 -0.856
C -2.836737 -3.010223 -0.634903 -0.344 -1.881 -0.062
C -2.680434 -2.600164 -2.097427 0.306 -0.432 -0.819
O -3.680215 -3.178739 -3.035802 1.095 1.002 1.797
C -3.726456 -2.570210 -4.330076 0.116 0.358 1.007
N -4.125032 -2.578154 -0.088115 0.531 1.038 -1.143
H -2.779054 -4.845856 0.641953 -0.011 0.258 0.032
H -1.691879 -4.851041 -0.765554 0.203 0.052 0.176
H -3.381431 -5.067211 -1.006846 -0.240 -0.056 0.120
H -2.045125 -2.509826 -0.077185 0.024 0.317 -0.069
H -1.657644 -2.849561 -2.379939 0.173 -0.660 -0.467
H -2.600120 -1.513145 -2.104457 -0.961 0.381 -0.418
H -4.734173 -2.724233 -4.715935 0.333 -0.497 -0.333
H -2.897042 -2.943344 -4.930878 -0.281 -0.181 -0.430
H -3.620970 -1.486902 -4.271663 0.197 0.246 0.234
H -4.839558 -2.886068 -0.732120 -0.469 -1.042 -0.071
H -4.106361 -1.636456 -0.452762 -0.394 1.148 0.894
C -4.087305 0.149275 3.223256 0.221 -0.532 0.223
C -5.571528 0.188745 2.918514 0.699 1.264 -0.379
C -6.427310 -0.643229 3.870262 0.303 -0.767 -0.202
O -6.080876 -2.030874 3.809942 -0.156 0.367 -0.965
C -6.636802 -2.832190 4.818787 0.375 -0.854 0.789
N -6.071813 1.596405 2.956355 -0.153 -0.873 0.740
H -3.486668 0.863022 2.659431 -0.367 0.559 0.144
H -3.647998 -0.796920 2.907300 -0.203 -0.401 0.281
H -3.929761 0.272511 4.294740 0.285 0.133 -0.012
H -5.678241 -0.037497 1.857596 -0.297 -1.350 0.076
H -7.469354 -0.484106 3.592908 -0.332 -0.200 0.054
H -6.316327 -0.401360 4.927275 0.107 0.919 0.002
H -7.591751 -2.526780 5.246455 -0.201 0.288 -0.488
H -5.962667 -2.904065 5.672290 0.127 0.211 0.160
H -6.689410 -3.861723 4.464691 -0.290 0.072 -0.324
H -7.028237 1.473009 2.656158 -0.458 0.585 -0.019
H -5.614787 2.094911 2.206210 0.286 0.375 -0.028
C 1.813214 7.216235 -5.559401 0.876 -1.174 0.158
C 0.542025 6.387622 -5.835271 1.242 0.465 0.308
C 0.625889 4.896885 -5.497961 -0.011 -0.203 -0.507
O 1.716084 4.373241 -6.196024 1.700 -0.243 0.415
C 2.072551 3.035778 -5.863168 -1.180 0.042 -1.350
N -0.477730 6.996479 -5.059564 -2.243 0.021 0.168
H 1.755444 8.212635 -5.997528 -0.043 -0.123 -0.084
H 2.733382 6.707396 -5.846605 0.046 0.130 -0.548
H 1.945521 7.323903 -4.482837 -0.241 0.151 0.215
H 0.308009 6.504481 -6.893421 -0.173 -0.260 -0.051
H -0.251604 4.336182 -5.820033 -0.631 0.332 -0.187
H 0.677971 4.671121 -4.432866 0.367 0.412 0.485
H 2.994499 2.762074 -6.376179 0.254 0.376 0.384
H 1.321212 2.423124 -6.361396 -0.245 -0.579 0.223
H 2.064419 2.780043 -4.803616 0.194 0.350 0.153
H -0.212364 7.123589 -4.093367 0.099 0.129 -0.020
H -0.746041 7.881444 -5.465695 -0.065 0.076 0.282
```
Positions in Å, forces in eV/Å.

Summary:
Kohn-Sham gap (eV): 8.64
Calculated total energy (Eh): -5210.16512
Max |F| (eV Å⁻¹): 3.547
Highest occupied orbital energy (eV): -8.47
Spin multiplicity: 1
LUMO (eV): 0.17

These are the Löwdin partial charges, in e, on atoms 1 to 2: number 1, C, carries -0.036; number 2, C, carries -0.464